(1)
Density functional theory data (ωB97M-V/def2-TZVPD) for one molecule with the formula C4H7NO.

E_tot   -7797.5809 eV
Lowest unoccupied orbital energy   -0.20 eV
E_HOMO   -0.3511 hartree
Frontier orbital gap   9.354 eV
SMILES   CC/N=C\C=O
M   85.1 g mol⁻¹
Energy above the lowest of the compared OMol25 structures with the same formula, charge and spin   199.1 kJ/mol

Geometry as ORCA input:
```
! RIJCOSX wB97M-V def2-TZVPD def2/J DEFGRID3
* xyz 0 1
C -0.777 0.523 -1.700
N -0.025 0.851 0.479
C 0.456 0.351 -0.800
C -0.112 0.131 1.516
C 0.603 -1.150 1.813
O 0.323 -1.822 2.778
H -0.519 0.754 -2.734
H -1.357 1.357 -1.293
H -1.415 -0.365 -1.666
H 0.808 -0.693 -0.793
H 1.281 0.977 -1.156
H -0.727 0.505 2.337
H 1.472 -1.391 1.171
*
```

(2)
Density functional theory data (ωB97M-V/def2-TZVPD) for C24H25BrF6N4O3PdS as an isolated structure.

E_tot   -138041.9554 eV
Lowest unoccupied orbital energy (alpha / beta)   -6.43 / -8.33 eV
E_HOMO (alpha / beta)   -0.5076 / -0.5265 hartree
Frontier orbital gap (alpha / beta)   7.384 / 5.994 eV
M   749.9 g mol⁻¹
Energy above the lowest of the compared OMol25 structures with the same formula, charge and spin   0.0 kJ/mol
Expectation value of S²   6.111

Geometry as ORCA input:
```
! RIJCOSX wB97M-V def2-TZVPD def2/J DEFGRID3
* xyz 2 5
Pd -0.719 -1.223 -0.337
O -2.741 -1.698 3.185
C -2.327 -0.834 3.998
C -3.178 -0.381 5.074
C -2.734 0.543 5.976
C -1.437 1.062 5.861
C -0.581 0.649 4.825
C -0.986 -0.268 3.895
C -0.017 -0.728 2.814
O -0.594 -1.618 1.893
N 0.559 0.419 2.090
N -0.124 0.978 1.147
C 0.395 2.028 0.537
C -0.248 2.608 -0.566
Br -1.827 1.841 -1.235
C 0.272 3.675 -1.297
C 1.253 4.619 -0.904
C 1.544 4.941 0.444
C 2.518 5.864 0.738
C 3.222 6.486 -0.296
C 2.928 6.212 -1.629
C 1.936 5.308 -1.934
H -1.532 -1.852 2.242
H -4.167 -0.814 5.129
H -3.376 0.872 6.781
H -1.081 1.785 6.582
H 0.418 1.066 4.786
H 0.844 -1.217 3.282
H 1.498 0.735 2.319
H 1.378 2.400 0.814
H -0.116 3.783 -2.304
H 0.947 4.518 1.241
H 2.724 6.131 1.764
H 3.986 7.214 -0.057
H 3.464 6.718 -2.419
H 1.689 5.095 -2.966
C 2.149 -1.441 -2.926
C 2.023 -0.932 -1.492
O 0.770 -0.394 -1.240
C 2.309 -2.082 -0.501
F 1.321 -3.010 -0.630
F 3.462 -2.691 -0.717
F 2.267 -1.675 0.778
C 3.014 0.234 -1.268
F 2.762 1.215 -2.146
F 4.280 -0.140 -1.411
F 2.879 0.775 -0.038
H 1.460 -2.272 -3.070
H 3.161 -1.775 -3.145
H 1.876 -0.638 -3.607
C -3.866 -2.962 -3.595
N -2.906 -3.751 -2.845
C -2.229 -4.903 -3.453
C -1.424 -5.476 -2.282
N -1.435 -4.351 -1.342
C -2.396 -3.462 -1.662
S -2.865 -2.162 -0.634
H -4.703 -3.594 -3.887
H -3.394 -2.556 -4.491
H -4.228 -2.149 -2.973
H -1.592 -4.550 -4.267
H -2.959 -5.600 -3.859
H -0.409 -5.744 -2.564
H -1.912 -6.344 -1.836
H -1.205 -4.486 -0.370
*
```